<one>
Entry from the Open Molecules 2025 dataset: a 14-piece molecular cluster, C5H39NO15 overall (ωB97M-V/def2-TZVPD).

Properties
Gap between HOMO and LUMO (eV): 9.4

Geometry as ORCA input:
```
! RIJCOSX wB97M-V def2-TZVPD def2/J DEFGRID3
* xyz 0 1
C -0.19185 -0.44638 -0.54177
N 0.18033 0.93199 -0.93295
C -0.91893 1.34169 -1.92205
O -0.35535 0.93500 -3.18613
C 1.22906 -1.18265 -0.21926
C 1.90018 -0.59931 1.02412
C 1.36145 -1.17221 2.36790
O 0.00278 -1.46438 2.13633
H -0.81886 -0.29413 0.37194
H -0.77117 -0.89122 -1.38216
H 0.19737 1.60582 -0.15260
H -1.15030 2.34224 -1.78882
H -1.73673 0.59988 -1.93824
H 0.48581 1.29807 -3.53702
H 1.80204 -1.11046 -1.17268
H 0.94390 -2.23485 -0.20759
H 1.93370 0.47106 1.08778
H 2.92242 -1.15911 0.94082
H 1.28416 -0.38300 3.19264
H 1.99154 -2.06179 2.54795
H -0.17840 -2.36266 2.00481
H -0.88147 3.31901 2.06676
H -1.39770 1.89401 2.12461
O -1.47967 2.69349 1.61826
H 0.09058 -1.93544 -2.71459
H 0.39197 -0.35925 -3.15100
O 0.87935 -1.26895 -2.95178
H 3.92477 2.91958 -1.00506
H 3.46677 3.09368 -2.48548
O 3.59430 3.55562 -1.59989
H -2.49294 -0.93680 3.12113
H -1.30308 -0.32372 2.58419
O -2.23873 -0.17009 2.57229
H -2.71237 -3.22365 -1.57305
H -1.66986 -2.50758 -0.60064
O -2.03749 -3.36426 -0.90386
H 2.21919 -0.13172 -3.27052
H 3.56623 0.07864 -3.49521
O 2.92354 0.43347 -2.98708
H 2.55537 0.80363 -0.96506
H 2.58551 2.67660 0.75735
O 1.84220 2.89231 1.26419
H -3.85507 -0.32188 -1.91264
H -3.87218 -0.94407 -0.48416
O -3.70016 -1.14692 -1.46061
H 0.82551 4.40278 1.41516
H -0.41193 5.16580 1.52120
O 0.24287 4.75387 2.04460
H 3.91651 0.36899 -0.70307
H 1.78541 2.40248 2.00820
O 3.36064 1.15811 -0.52093
H -1.06858 -4.16493 1.18646
H -1.27744 -3.99470 2.68399
O -0.51919 -4.01412 1.99893
H -2.25646 1.36546 0.16167
H -2.84830 0.44856 1.07975
O -2.92123 0.74394 0.15334
H -2.94768 -3.66411 0.48013
H -3.15990 -2.97607 1.80108
O -3.23244 -3.88538 1.44835
*
```

***

<two>
Entry from the Open Molecules 2025 dataset: a 15-piece molecular cluster, C5H39NO15 overall (ωB97M-V/def2-TZVPD).

Properties
Gap between HOMO and LUMO (eV): 10.0

Geometry as ORCA input:
```
! RIJCOSX wB97M-V def2-TZVPD def2/J DEFGRID3
* xyz 0 1
C -1.99632 1.23637 3.18147
N -1.53733 -0.14243 3.40289
C -1.06751 -0.97488 2.42274
C -1.32671 -0.72072 0.94617
C -0.05274 -0.08728 0.43690
C -1.63872 -2.02385 0.23159
O -0.47068 -1.97821 2.82539
H -2.16181 1.40925 2.12462
H -1.30814 1.95445 3.63067
H -2.96204 1.36585 3.69300
H -1.31415 -0.32731 4.36681
H -2.08261 0.05686 0.85778
H 0.73807 -0.84207 0.36264
H -0.18505 0.29083 -0.58592
H 0.24238 0.78288 1.03979
H -1.83706 -1.87303 -0.81653
H -2.51400 -2.50805 0.67384
H -0.74526 -2.64273 0.29534
H 2.27311 -2.07709 2.95873
H 1.05426 -3.12390 2.71306
O 2.00620 -2.95657 2.67563
H 4.47241 1.66986 1.34069
H 3.27558 1.12009 0.58921
O 3.60363 1.30349 1.50320
H -0.16415 -0.36978 -3.17795
H 0.75041 -1.42241 -2.59098
O 0.76317 -0.50373 -2.90242
H 2.11746 2.63124 1.69080
H 0.79705 2.39733 2.30050
O 1.29439 3.13828 1.86125
H -1.76688 3.18270 -2.56378
H -1.18425 3.19580 -1.24065
O -2.07351 3.06023 -1.64875
H 1.72535 -3.37275 -1.26629
H 2.16120 -3.41904 -2.66686
O 1.36997 -3.20882 -2.16767
H -2.08339 -1.46705 -3.77249
H -2.29504 -0.23498 -2.97780
O -1.76355 -0.54923 -3.73652
H 0.72221 4.19136 -1.02359
H 0.70288 3.33583 0.24567
O 0.50734 3.29598 -0.73290
H 1.02490 0.33844 3.65495
H 2.15013 1.33922 3.67248
O 1.19420 1.28358 3.71408
H 2.80676 -2.94095 0.83110
H 3.16262 -2.02996 -0.28690
O 3.02599 -2.95671 -0.12317
H 0.04287 1.91452 -3.41748
H -1.05227 1.39096 -4.48509
O -0.68389 2.14480 -4.00595
H 1.66337 1.86576 -0.78712
H 2.71281 1.16373 -1.75176
O 2.42290 1.25728 -0.83841
H -1.93840 -3.81904 -2.18507
H -0.59946 -3.25023 -2.66791
O -1.53805 -3.04189 -2.57130
H -3.08175 1.24258 -1.63836
H -3.98298 0.83573 -0.48127
O -3.37592 0.46941 -1.13209
*
```

***

Tell me which of them is the most stable. Sure, it is <two>.

***

<one>
Entry from the Open Molecules 2025 dataset: a 2-piece molecular cluster, C3H7IN overall (ωB97M-V/def2-TZVPD).

Properties
Gap between HOMO and LUMO (eV): 9.1

Geometry as ORCA input:
```
! RIJCOSX wB97M-V def2-TZVPD def2/J DEFGRID3
* xyz 1 1
C -1.16538 0.35566 -0.68293
C -0.72586 -1.00428 -1.04420
C 0.80965 0.10967 0.76300
N -0.45107 -0.46165 0.31705
I -1.23314 -3.00775 -1.54376
H -0.69358 1.20301 -1.10485
H -2.25711 0.42746 -0.49110
H 0.97514 -1.01675 -1.63531
H 0.88123 0.91898 0.08563
H 0.60212 0.62200 1.67220
H 1.68447 -0.52805 0.65197
H -0.98406 -0.81693 1.14578
*
```

***

<two>
Entry from the Open Molecules 2025 dataset: an isolated ion of composition C3H7IN and charge +1 (ωB97M-V/def2-TZVPD).

Properties
Gap between HOMO and LUMO (eV): 10.2
SMILES: C[N@H+]1C[C@@H]1I

Geometry as ORCA input:
```
! RIJCOSX wB97M-V def2-TZVPD def2/J DEFGRID3
* xyz 1 1
C -0.77058 -1.19382 -0.07520
N 0.39932 -0.33641 -0.15731
C 0.03207 1.04762 -0.62750
C 0.63253 0.85030 0.78111
I 2.62330 1.26713 1.37048
H -1.41993 -0.95700 -0.93845
H -0.52031 -2.30242 -0.07965
H -1.45852 -0.93589 0.79111
H 1.19111 -0.96220 -0.50790
H -1.04596 1.28054 -0.56994
H 0.52468 1.54294 -1.49270
H -0.18772 0.69922 1.50597
*
```

***

Tell me which of them is the most stable. Sure, it is <two>.